Entry 1:
ORCA calculation (ωB97M-V with the def2-TZVPD basis set) on a 2-piece molecular cluster, C2H8N4O overall in a non-equilibrium geometry.

Each line ends with the Löwdin charge.
CARTESIAN COORDINATES (ANGSTROEM)
C (-0.646205, 1.701808, 1.710069)  -0.1591
C (1.253003, -1.423040, -1.510420)  -0.1193
N (0.451697, -2.019015, 0.600068)  0.3129
N (0.914528, -1.923473, -0.408325)  -0.1037
N (-1.253129, 3.051493, 2.102052)  0.2655
N (0.330455, -1.921470, -2.609065)  0.2311
O (-0.401254, 1.445023, 0.581492)  0.1546
H (-0.328914, 1.046479, 2.498851)  0.1542
H (2.359478, -1.386761, -1.626665)  0.1578
H (-0.733790, 3.915002, 1.596690)  0.2647
H (-1.184167, 3.166074, 3.068513)  0.1355
H (-2.210910, 3.160873, 1.795373)  0.1727
H (-0.192398, -2.731868, -2.312023)  0.1661
H (1.025801, -2.181943, -3.386704)  0.2151
H (-0.238122, -1.172602, -2.943784)  0.1520

Forces on atoms 1 to 2 (eV/Å):
1.0 -0.2 -1.9
2.0 0.0 -3.4

total charge = +2
energy above the lowest of the compared OMol25 structures with the same formula, charge and spin = 35.55 kcal per mole


Entry 2:
ORCA calculation (ωB97M-V with the def2-TZVPD basis set) on a 2-piece molecular cluster, C9H14O overall in a non-equilibrium geometry.

Each line ends with the Löwdin charge.
CARTESIAN COORDINATES (ANGSTROEM)
C (-0.386190, -2.966971, -0.085913)  -0.0990
C (-0.743270, -1.581315, 0.183192)  -0.3258
C (-0.794220, -0.947603, 1.387459)  -0.0757
C (-0.988811, 0.433699, 1.542898)  -0.0268
C (-1.221162, 1.128557, 0.348743)  -0.3360
O (-1.231372, 2.515520, 0.402543)  0.0268
C (-1.197108, 0.566953, -0.922550)  -0.0352
C (-1.073469, -0.821302, -1.028024)  -0.0228
H (-0.491642, -3.695462, 0.744119)  0.0816
H (0.676797, -3.051334, -0.263483)  0.0732
H (-0.830498, -3.588460, -0.926039)  0.1031
H (-0.441600, -1.698514, 2.233517)  0.1526
H (-1.221321, 0.917650, 2.520509)  0.1269
H (-1.022863, 2.693957, 1.311489)  0.0772
H (-1.537450, 1.264075, -1.872433)  0.1752
H (-1.008954, -1.453778, -1.875374)  0.0910
C (2.635851, 0.213054, -1.173572)  -0.1764
C (3.392246, 1.292387, -0.375109)  -0.1906
H (1.801428, -0.094206, -0.483765)  0.0470
H (1.955909, 0.567971, -2.037051)  0.0869
H (3.319459, -0.610152, -1.418702)  0.0576
H (3.059026, 1.387819, 0.661070)  0.0473
H (3.388813, 2.292234, -0.927604)  0.0795
H (4.460673, 1.039294, -0.149332)  0.0624

Forces on atoms 1 to 2 (eV/Å):
0.6 -3.6 0.4
-1.8 2.1 -3.4

SMILES = Cc1ccc(O)cc1.CC
total charge = 0
energy above the lowest of the compared OMol25 structures with the same formula, charge and spin = 44.55 kcal per mole


Entry 3:
ORCA calculation (ωB97M-V with the def2-TZVPD basis set) on C32H52B3N7O5 as an isolated structure in a non-equilibrium geometry.

Each line ends with the Löwdin charge.
CARTESIAN COORDINATES (ANGSTROEM)
C (-1.162934, -4.028014, -2.158867)  -0.0483
C (-1.030910, -2.608173, -1.592021)  -0.5453
C (0.456820, -2.470061, -1.179998)  -0.0510
C (-1.859772, -2.454994, -0.323721)  -0.0449
C (-1.252374, -1.566623, -2.728009)  -0.1141
C (-2.571281, -0.790926, -2.882422)  -0.4598
C (-3.857762, -1.610418, -2.704861)  -0.0218
C (-2.561340, -0.307205, -4.358780)  -0.0467
C (-2.596955, 0.487376, -2.049388)  -0.1579
C (-1.625341, 0.787150, -1.095690)  -0.0083
C (-1.628155, 1.964782, -0.360774)  -0.0139
C (-2.615880, 2.911223, -0.600922)  -0.3133
O (-2.569936, 4.105775, 0.103020)  -0.0703
C (-1.881049, 5.103866, -0.634319)  -0.1441
C (-0.479287, 4.601840, -0.876908)  -0.2104
O (0.345784, 5.535791, -1.538855)  -0.1082
C (1.630118, 4.986962, -1.733266)  -0.2043
C (1.736797, 4.198569, -3.054318)  -0.0112
B (2.651503, 2.937508, -2.921859)  -0.5274
O (4.027525, 3.077481, -2.841872)  0.2790
B (4.741876, 1.936730, -3.100602)  -0.3329
O (4.163569, 0.975236, -3.912529)  0.2237
B (2.902226, 0.668618, -3.432734)  -0.3539
O (2.113039, 1.653536, -2.903896)  0.2632
C (-3.596021, 2.636728, -1.535673)  0.0083
C (-3.599670, 1.442604, -2.246911)  -0.0113
H (-0.761589, -4.706388, -1.416674)  0.0440
H (-2.172289, -4.279883, -2.463047)  0.0802
H (-0.483404, -4.087109, -3.005356)  0.0829
H (1.063455, -2.133989, -2.015472)  0.0690
H (0.862788, -3.404306, -0.807975)  0.0688
H (0.517441, -1.731102, -0.382365)  0.0674
H (-1.433448, -3.120824, 0.423482)  0.0564
H (-2.874628, -2.807315, -0.453844)  0.0772
H (-1.847106, -1.461562, 0.105204)  0.0559
H (-1.078335, -2.081795, -3.667615)  0.1111
H (-0.460633, -0.828258, -2.663271)  0.0998
H (-4.194722, -1.610201, -1.677180)  0.0791
H (-3.718203, -2.619480, -3.075588)  0.0834
H (-4.654101, -1.137033, -3.268585)  0.0744
H (-1.828678, 0.478411, -4.511336)  0.0917
H (-3.525007, 0.117629, -4.616364)  0.0676
H (-2.402914, -1.141069, -5.036534)  0.0851
H (-0.835145, 0.081105, -0.909701)  0.0878
H (-0.871516, 2.170541, 0.379858)  0.0933
H (-1.844528, 6.006488, -0.037121)  0.1326
H (-2.377593, 5.327703, -1.579056)  0.1331
H (-0.522756, 3.692592, -1.478151)  0.1152
H (-0.086545, 4.282946, 0.088066)  0.1020
H (2.339250, 5.806682, -1.747583)  0.1292
H (1.911100, 4.337216, -0.902486)  0.1152
H (0.749267, 3.856296, -3.349452)  0.1159
H (2.160054, 4.821345, -3.838183)  0.1180
H (5.802399, 1.729366, -2.608678)  0.1196
H (2.556327, -0.467436, -3.442786)  0.1148
H (-4.368947, 3.362603, -1.746226)  0.1207
H (-4.361629, 1.266312, -2.985152)  0.1077
C (1.086940, -6.943955, 0.547586)  -0.0512
C (-0.238614, -6.377939, 0.752890)  -0.2990
N (-1.277459, -5.914025, 0.913414)  0.1523
H (1.022843, -8.030229, 0.526232)  0.0842
H (1.496615, -6.586882, -0.394800)  0.0816
H (1.748767, -6.635297, 1.354039)  0.0757
C (-3.924396, 2.096959, 2.934249)  -0.0502
C (-3.487271, 0.716427, 2.777712)  -0.2697
N (-3.127267, -0.364377, 2.634784)  0.1484
H (-5.011617, 2.140400, 2.942643)  0.0857
H (-3.543386, 2.499836, 3.870412)  0.0852
H (-3.547984, 2.698472, 2.107164)  0.0646
C (2.716375, 4.832400, 2.574083)  -0.0549
C (1.649978, 3.866721, 2.367117)  -0.2157
N (0.893338, 3.018679, 2.205549)  0.1668
H (2.822697, 5.063967, 3.631601)  0.0915
H (3.641320, 4.391890, 2.220065)  0.0268
H (2.512199, 5.749218, 2.023569)  0.0890
C (5.951735, 1.844289, 3.278124)  -0.0628
C (5.913873, 3.247013, 2.888003)  -0.2606
N (5.777639, 4.347102, 2.584704)  0.1312
H (6.839718, 1.358368, 2.878935)  0.0819
H (5.960087, 1.772761, 4.363406)  0.0868
H (5.061848, 1.341444, 2.902502)  0.0579
C (-1.258385, -5.807370, 4.329587)  -0.0995
C (-0.096236, -5.926497, 5.199879)  -0.2972
N (0.824594, -6.020054, 5.879067)  0.1066
H (-0.942175, -5.561293, 3.319945)  -0.0284
H (-1.802634, -6.749171, 4.308243)  0.0819
H (-1.917834, -5.023592, 4.696694)  0.0884
C (0.151006, 0.390633, 2.768014)  -0.1122
C (1.496192, 0.419423, 3.326263)  -0.3009
N (2.552021, 0.459839, 3.775155)  0.1306
H (0.200881, 0.206360, 1.696096)  0.0671
H (-0.430163, -0.399850, 3.240749)  0.0688
H (-0.333372, 1.349720, 2.939426)  0.0391
C (2.200306, -3.228010, 2.487498)  -0.0385
C (0.911966, -3.905899, 2.442663)  -0.1816
N (-0.103926, -4.439021, 2.407130)  0.1160
H (2.413830, -2.912032, 3.506715)  0.0870
H (2.984723, -3.902523, 2.150472)  0.0827
H (2.182368, -2.351664, 1.842865)  0.0708

Forces on atoms 1 to 2 (eV/Å):
0.5 0.6 0.1
0.7 0.1 -0.2

total charge = 0
electronic energy = -2084.7264 Eh


Entry 4:
ORCA calculation (ωB97M-V with the def2-TZVPD basis set) on C20H14BrF3N3O6SSe4Ta as an isolated structure.

Each line ends with the Löwdin charge.
CARTESIAN COORDINATES (ANGSTROEM)
Ta (0.060776, -1.715982, -1.581969)  1.4268
C (-0.215981, 4.399101, 4.478718)  -0.0404
C (-0.100611, 3.355753, 3.404585)  -0.2507
C (0.465265, 2.113011, 3.673566)  -0.0159
C (0.563087, 1.143848, 2.687808)  -0.0333
C (0.082961, 1.444629, 1.422736)  -0.3038
C (-0.487546, 2.675978, 1.117615)  -0.0294
C (-0.575708, 3.622179, 2.118180)  -0.0198
S (0.230195, 0.267376, 0.160869)  0.5817
O (0.882162, -0.959329, 0.658918)  -0.3139
O (-1.102964, -0.143952, -0.357176)  -0.3976
N (0.901153, 0.694465, -1.164333)  -0.1952
C (2.201333, 1.201743, -1.342543)  -0.3866
C (2.993517, 1.661598, -0.288286)  -0.0186
C (4.246520, 2.165124, -0.582469)  -0.0667
C (4.675518, 2.188694, -1.900520)  -0.0706
C (3.811371, 1.702384, -2.867938)  -0.1283
N (2.599900, 1.223124, -2.606248)  0.1250
H (0.314411, 4.100921, 5.381073)  0.0779
H (-1.262789, 4.563665, 4.739724)  0.0901
H (0.189544, 5.352676, 4.139378)  0.0863
H (0.832027, 1.897864, 4.669038)  0.1191
H (0.991807, 0.171173, 2.887600)  0.1239
H (-0.849236, 2.879054, 0.117612)  0.1298
H (-1.017885, 4.586865, 1.902375)  0.1231
H (2.645040, 1.619211, 0.734367)  0.0991
H (4.884248, 2.526656, 0.214005)  0.1091
H (5.649930, 2.567557, -2.173857)  0.1000
H (4.103527, 1.696894, -3.912272)  0.1087
Se (-0.573690, -0.355883, -3.600718)  0.1128
Se (-1.474835, -1.588548, -5.409230)  0.0008
Se (-2.256053, -3.387472, -4.129062)  -0.0317
Se (-0.211861, -3.835661, -3.202013)  0.1419
Br (-4.826197, -0.461252, -3.246737)  0.7477
C (-4.694908, -1.561190, -1.711573)  -0.7396
C (-5.864597, -2.035940, -1.129730)  -0.1001
C (-5.748302, -2.770032, 0.034723)  -0.0455
C (-4.489687, -2.981102, 0.578749)  0.0082
C (-3.396865, -2.489988, -0.110871)  -0.1850
N (-3.489997, -1.800700, -1.249183)  0.0899
C (-2.012913, -2.611741, 0.476690)  -0.5183
O (-1.816670, -2.535203, 1.655839)  0.1439
O (-1.059449, -2.791861, -0.434824)  -0.2810
H (-6.823499, -1.822074, -1.577699)  0.1000
H (-6.633019, -3.156003, 0.523628)  0.1128
H (-4.343713, -3.504216, 1.512692)  0.1231
F (4.611991, -3.409707, -1.127445)  0.1771
C (3.704547, -2.792176, -0.362884)  -0.5598
F (3.583576, -3.458726, 0.775691)  0.1898
F (4.140774, -1.564087, -0.099412)  0.1783
C (2.355171, -2.742296, -1.103023)  -0.5344
O (2.115221, -1.745319, -1.874591)  -0.1350
O (1.493401, -3.601099, -0.919573)  -0.0260

Forces on atoms 1 to 2 (eV/Å):
0.0 -0.5 -0.5
0.0 0.0 0.0

total charge = 0
energy above the lowest of the compared OMol25 structures with the same formula, charge and spin = 50.01 kcal per mole


Copy entry 2 word for word.
ORCA calculation (ωB97M-V with the def2-TZVPD basis set) on a 2-piece molecular cluster, C9H14O overall in a non-equilibrium geometry.

Each line ends with the Löwdin charge.
CARTESIAN COORDINATES (ANGSTROEM)
C (-0.386190, -2.966971, -0.085913)  -0.0990
C (-0.743270, -1.581315, 0.183192)  -0.3258
C (-0.794220, -0.947603, 1.387459)  -0.0757
C (-0.988811, 0.433699, 1.542898)  -0.0268
C (-1.221162, 1.128557, 0.348743)  -0.3360
O (-1.231372, 2.515520, 0.402543)  0.0268
C (-1.197108, 0.566953, -0.922550)  -0.0352
C (-1.073469, -0.821302, -1.028024)  -0.0228
H (-0.491642, -3.695462, 0.744119)  0.0816
H (0.676797, -3.051334, -0.263483)  0.0732
H (-0.830498, -3.588460, -0.926039)  0.1031
H (-0.441600, -1.698514, 2.233517)  0.1526
H (-1.221321, 0.917650, 2.520509)  0.1269
H (-1.022863, 2.693957, 1.311489)  0.0772
H (-1.537450, 1.264075, -1.872433)  0.1752
H (-1.008954, -1.453778, -1.875374)  0.0910
C (2.635851, 0.213054, -1.173572)  -0.1764
C (3.392246, 1.292387, -0.375109)  -0.1906
H (1.801428, -0.094206, -0.483765)  0.0470
H (1.955909, 0.567971, -2.037051)  0.0869
H (3.319459, -0.610152, -1.418702)  0.0576
H (3.059026, 1.387819, 0.661070)  0.0473
H (3.388813, 2.292234, -0.927604)  0.0795
H (4.460673, 1.039294, -0.149332)  0.0624

Forces on atoms 1 to 2 (eV/Å):
0.6 -3.6 0.4
-1.8 2.1 -3.4

SMILES = Cc1ccc(O)cc1.CC
total charge = 0
energy above the lowest of the compared OMol25 structures with the same formula, charge and spin = 44.55 kcal per mole